{"formula": "C25H33HgN2O17S2", "method": "ωB97M-V/def2-TZVPD", "species": ["Hg", "C", "O", "H", "H", "H", "C", "C", "O", "S", "O", "O", "O", "H", "H", "H", "H", "C", "C", "O", "S", "O", "O", "O", "H", "H", "H", "H", "C", "C", "C", "C", "C", "C", "N", "O", "O", "H", "H", "H", "H", "H", "C", "C", "C", "C", "C", "C", "N", "O", "O", "H", "H", "H", "H", "H", "O", "C", "O", "C", "C", "C", "H", "H", "H", "H", "H", "H", "O", "C", "O", "C", "C", "C", "H", "H", "H", "H", "H", "H"], "xyz": [[3.505, 0.101, -1.368], [0.158, -0.409, -0.488], [1.533, -0.440, -0.367], [-0.377, 0.461, -0.108], [-0.127, -0.267, -1.530], [-0.269, -1.341, -0.116], [-3.349, -0.288, -2.423], [-3.581, -1.758, -1.726], [-4.605, -1.572, -0.755], [-4.820, 0.019, -0.311], [-4.436, 0.310, 1.064], [-6.249, 0.431, -0.634], [-3.749, 0.643, -1.393], [-4.044, -0.168, -3.254], [-2.467, -0.113, -3.039], [-2.661, -2.050, -1.220], [-3.962, -2.526, -2.399], [-0.165, -2.503, -3.904], [0.950, -1.579, -4.302], [0.641, -1.012, -5.562], [-0.940, -1.277, -5.939], [-1.025, -2.266, -7.039], [-1.766, -0.087, -6.138], [-1.297, -1.952, -4.469], [-0.222, -2.599, -2.820], [-0.107, -3.509, -4.320], [1.851, -2.187, -4.376], [1.163, -0.702, -3.691], [-1.866, 2.157, 2.725], [-1.077, 1.470, 3.690], [-0.981, 2.001, 4.968], [-1.786, 3.113, 5.376], [-2.609, 3.752, 4.407], [-2.656, 3.268, 3.078], [-1.764, 3.679, 6.757], [-2.176, 4.817, 6.869], [-1.241, 3.054, 7.645], [-2.118, 1.784, 1.743], [-0.505, 0.592, 3.429], [-0.383, 1.324, 5.561], [-3.240, 4.609, 4.587], [-3.523, 3.518, 2.484], [3.583, 0.000, 3.032], [4.835, 0.330, 3.591], [5.148, 1.592, 3.758], [4.265, 2.616, 3.460], [3.014, 2.272, 2.986], [2.598, 0.964, 2.765], [4.674, 4.034, 3.712], [5.739, 4.337, 4.283], [3.957, 4.948, 3.282], [3.197, -0.995, 2.868], [5.531, -0.409, 3.959], [6.139, 1.837, 4.111], [2.289, 3.030, 2.728], [1.659, 0.748, 2.278], [3.163, -6.385, 1.239], [2.103, -6.120, 0.667], [1.881, -5.092, -0.033], [0.566, -5.040, -0.617], [-0.141, -6.233, 0.069], [0.914, -7.107, 0.568], [0.686, -5.327, -1.661], [0.143, -4.037, -0.672], [-0.793, -6.845, -0.554], [-0.821, -5.972, 0.879], [1.120, -8.004, -0.016], [0.821, -7.426, 1.606], [2.293, 2.035, -2.317], [1.285, 2.711, -2.579], [1.298, 3.877, -3.184], [0.008, 4.386, -3.605], [-0.888, 3.167, -3.660], [-0.116, 2.150, -2.779], [0.182, 4.690, -4.637], [-0.351, 5.253, -3.051], [-0.847, 3.005, -4.737], [-1.936, 3.288, -3.383], [-0.314, 1.193, -3.262], [-0.546, 2.033, -1.784]], "spin_multiplicity": 2, "homo_energy_ev": [-9.12, -9.12], "s_squared": 0.761, "homo_lumo_gap_ev": [8.58, 6.50]}


{"formula": "C12H22N7O5", "method": "ωB97M-V/def2-TZVPD", "species": ["O", "O", "O", "O", "O", "C", "C", "C", "C", "C", "C", "C", "N", "N", "N", "N", "N", "N", "N", "C", "C", "C", "C", "C", "H", "H", "H", "H", "H", "H", "H", "H", "H", "H", "H", "H", "H", "H", "H", "H", "H", "H", "H", "H", "H", "H"], "xyz": [[-3.405, 1.316, 1.963], [3.408, -2.479, -1.881], [-5.338, -2.749, 0.903], [3.271, 3.190, -1.930], [-3.152, -2.662, 1.475], [-3.286, 0.777, 3.041], [2.993, -1.402, -2.267], [-4.437, -2.208, 1.519], [3.506, 1.994, -2.010], [0.274, -0.240, 1.064], [0.434, 0.458, -0.104], [-1.423, -0.727, -0.278], [-2.564, 1.437, 3.982], [-0.892, -0.976, 0.935], [4.704, 1.525, -2.379], [-5.763, -1.337, 3.518], [-3.759, -0.485, 3.267], [2.908, -0.385, -1.409], [-0.628, 0.141, -0.932], [2.574, -1.222, -3.712], [5.841, 2.368, -2.749], [-4.824, -1.006, 2.441], [1.556, 1.417, -0.440], [2.401, 0.978, -1.653], [-3.225, -3.500, 0.981], [0.925, -0.199, 1.931], [-2.382, -1.098, -0.632], [-2.438, 2.424, 3.774], [-2.741, 1.182, 4.948], [-1.340, -1.547, 1.654], [4.835, 0.527, -2.403], [-6.719, -1.366, 3.154], [-5.531, -2.238, 3.939], [-3.844, -0.728, 4.246], [3.238, -0.606, -0.481], [-0.822, 0.570, -1.829], [2.837, -2.126, -4.263], [1.498, -1.075, -3.768], [3.096, -0.376, -4.155], [5.542, 3.085, -3.517], [6.656, 1.753, -3.136], [6.194, 2.922, -1.878], [-5.245, -0.219, 1.803], [1.120, 2.399, -0.641], [2.208, 1.528, 0.429], [1.743, 0.965, -2.520]], "homo_energy_ev": -12.16, "homo_lumo_gap_ev": 9.31, "total_charge": 1}


{"formula": "C5H8O", "method": "ωB97M-V/def2-TZVPD", "species": ["C", "C", "C", "C", "O", "C", "H", "H", "H", "H", "H", "H", "H", "H"], "xyz": [[1.438, -0.444, -0.495], [0.078, -0.133, -0.012], [-0.890, -1.027, 0.673], [-1.423, -0.072, -0.333], [-1.600, 1.209, 0.264], [-0.137, 1.307, 0.315], [1.609, -0.574, -1.560], [2.074, -1.211, -0.018], [1.929, 0.706, -0.261], [-0.806, -2.059, 0.336], [-1.144, -0.882, 1.718], [-1.882, -0.270, -1.292], [0.713, 1.531, 1.192], [0.130, 2.006, -0.498]], "homo_energy_ev": -9.16, "homo_lumo_gap_ev": 10.16, "e_above_lowest_kj_mol": 396.7}


{"formula": "C39H55Br30ClF3N4O3", "method": "ωB97M-V/def2-TZVPD", "species": ["C", "C", "O", "C", "C", "C", "C", "C", "C", "C", "C", "C", "O", "N", "C", "C", "C", "C", "C", "C", "C", "C", "Cl", "C", "C", "C", "C", "F", "C", "F", "F", "C", "N", "C", "N", "N", "C", "C", "C", "O", "H", "H", "H", "H", "H", "H", "H", "H", "H", "H", "H", "H", "H", "H", "H", "H", "H", "H", "H", "H", "H", "H", "H", "H", "H", "H", "H", "H", "H", "H", "H", "H", "H", "H", "H", "H", "H", "H", "H", "H", "H", "H", "H", "H", "H", "C", "Br", "Br", "Br", "H", "C", "Br", "Br", "Br", "H", "C", "Br", "Br", "Br", "H", "C", "Br", "Br", "Br", "H", "C", "Br", "Br", "Br", "H", "C", "Br", "Br", "Br", "H", "C", "Br", "Br", "Br", "H", "C", "Br", "Br", "Br", "H", "C", "Br", "Br", "Br", "H", "C", "Br", "Br", "Br", "H"], "xyz": [[-4.045, -2.546, -0.893], [-4.552, -2.144, 0.545], [-5.125, -0.833, 0.528], [-5.353, -0.319, 1.854], [-4.732, 1.114, 2.025], [-3.242, 1.004, 2.567], [-2.275, 0.576, 1.376], [-0.949, 1.445, 1.323], [-0.655, 2.145, -0.053], [-0.668, 1.021, -1.141], [0.004, -0.329, -0.729], [0.682, -1.082, -1.892], [0.459, -0.849, -3.046], [1.589, -2.137, -1.566], [2.792, -1.642, -0.916], [3.963, -1.273, -1.726], [5.159, -0.781, -1.089], [5.225, -0.659, 0.339], [4.085, -0.989, 1.194], [2.904, -1.477, 0.528], [-1.916, 3.036, -0.452], [-2.080, 4.362, 0.380], [-3.589, 4.165, 1.422], [-0.878, 4.709, 1.329], [-0.764, 6.297, 1.338], [0.246, 6.860, 2.392], [0.359, 6.051, 3.687], [1.404, 5.132, 3.802], [-0.486, 6.091, 4.738], [-0.924, 7.230, 5.292], [-0.998, 4.982, 5.311], [0.501, 4.014, 1.062], [0.601, 3.027, -0.076], [1.825, 2.203, 0.304], [3.031, 3.043, 0.465], [0.651, 3.580, -1.371], [1.681, 3.129, -2.323], [0.569, 5.014, -1.574], [1.747, 6.044, -1.338], [-0.411, 5.493, -2.054], [-3.835, -1.652, -1.525], [-3.074, -3.098, -0.796], [-4.772, -3.233, -1.392], [-5.294, -2.912, 0.893], [-3.676, -2.188, 1.248], [-4.911, -1.036, 2.591], [-6.454, -0.285, 2.043], [-4.680, 1.669, 1.059], [-5.353, 1.733, 2.721], [-3.249, 0.265, 3.399], [-2.971, 1.996, 2.995], [-2.014, -0.495, 1.589], [-2.886, 0.564, 0.452], [-1.055, 2.149, 2.192], [-0.136, 0.747, 1.657], [-0.301, 1.299, -2.152], [-1.748, 0.780, -1.312], [-0.796, -1.018, -0.342], [0.746, -0.253, 0.098], [1.835, -2.677, -2.393], [3.949, -1.360, -2.853], [6.057, -0.527, -1.688], [6.163, -0.303, 0.787], [4.115, -0.870, 2.279], [1.991, -1.731, 1.118], [-1.870, 3.340, -1.529], [-2.866, 2.468, -0.364], [-2.312, 5.244, -0.264], [-1.244, 4.466, 2.361], [-0.464, 6.648, 0.325], [-1.805, 6.651, 1.554], [1.285, 6.970, 1.984], [-0.100, 7.887, 2.685], [0.735, 3.496, 2.026], [1.280, 4.809, 1.017], [1.714, 1.742, 1.317], [2.005, 1.330, -0.353], [3.845, 2.491, 0.200], [3.136, 3.318, 1.440], [1.730, 2.022, -2.471], [2.716, 3.512, -2.123], [1.409, 3.540, -3.330], [1.539, 6.725, -0.488], [2.682, 5.457, -1.197], [1.874, 6.626, -2.280], [3.960, -4.156, -5.113], [3.628, -3.309, -3.401], [5.659, -3.623, -5.866], [3.791, -6.078, -5.002], [3.188, -3.806, -5.790], [-0.371, -4.911, 0.186], [-1.774, -5.103, -1.123], [-1.045, -4.198, 1.857], [0.610, -6.556, 0.440], [0.326, -4.185, -0.209], [-5.056, -2.405, -4.274], [-3.691, -3.738, -3.959], [-6.258, -2.240, -2.770], [-4.287, -0.701, -4.769], [-5.645, -2.746, -5.118], [-0.100, -9.143, 3.664], [-1.623, -9.952, 2.793], [1.555, -9.563, 2.756], [-0.331, -7.236, 3.882], [-0.036, -9.572, 4.657], [-5.053, 4.641, 5.295], [-6.318, 4.176, 3.912], [-5.930, 5.370, 6.854], [-3.908, 3.148, 5.745], [-4.416, 5.422, 4.895], [7.297, -1.651, 4.230], [6.096, -1.761, 2.710], [9.071, -1.097, 3.698], [6.578, -0.521, 5.624], [7.386, -2.649, 4.645], [9.361, -0.939, -2.581], [8.949, -0.981, -0.691], [7.863, -0.303, -3.630], [10.966, 0.072, -2.942], [9.552, -1.961, -2.888], [3.608, -6.936, -9.058], [2.741, -7.787, -10.560], [5.513, -7.256, -9.049], [3.199, -5.049, -8.970], [3.205, -7.390, -8.159], [-0.545, -7.200, -3.795], [1.115, -7.488, -2.854], [-0.581, -5.457, -4.636], [-0.926, -8.618, -5.051], [-1.335, -7.212, -3.053], [-8.978, 0.207, 4.560], [-7.195, 0.502, 5.248], [-10.305, 1.179, 5.572], [-9.087, 0.599, 2.669], [-9.195, -0.848, 4.680]], "homo_energy_ev": -11.07, "homo_lumo_gap_ev": 8.79, "total_charge": 1}


{"formula": "C4H12O2", "method": "ωB97M-V/def2-TZVPD", "species": ["C", "C", "C", "C", "H", "H", "H", "H", "H", "H", "H", "H", "O", "H", "H", "O", "H", "H"], "xyz": [[0.764, -1.092, -0.749], [1.338, 0.107, -1.490], [2.643, 0.315, -1.456], [3.366, 1.433, -2.178], [0.245, -1.725, -1.465], [1.597, -1.646, -0.321], [0.113, -0.776, 0.062], [0.661, 0.859, -1.842], [3.287, -0.242, -0.783], [4.266, 1.746, -1.655], [3.689, 0.975, -3.108], [2.732, 2.307, -2.316], [-4.017, -1.285, 2.340], [-4.498, -1.423, 1.520], [-3.976, -2.095, 2.850], [-4.307, 1.143, 3.672], [-4.456, 0.543, 2.928], [-3.447, 0.856, 3.990]], "homo_energy_ev": -9.16, "homo_lumo_gap_ev": 9.67, "e_above_lowest_kj_mol": 77.9, "smiles": "C/C=C/C.O.O"}


{"formula": "C9H5Cl4F7N", "method": "ωB97M-V/def2-TZVPD", "species": ["F", "C", "F", "C", "F", "F", "C", "C", "N", "C", "C", "C", "C", "F", "F", "F", "H", "H", "H", "H", "H", "C", "Cl", "Cl", "Cl", "Cl"], "xyz": [[0.577, -1.663, 0.704], [-0.298, -1.495, -0.412], [-0.589, -2.816, -0.936], [0.257, -0.512, -1.554], [1.618, -0.689, -1.887], [-0.490, -0.839, -2.752], [-0.156, 0.980, -1.169], [-1.614, 1.431, -1.548], [-2.075, 2.769, -1.198], [-1.230, 3.742, -0.539], [0.246, 3.390, -0.125], [0.815, 1.955, -0.453], [2.324, 1.625, -0.060], [3.203, 1.703, -1.188], [2.510, 0.408, 0.618], [2.739, 2.658, 0.854], [-1.277, -1.037, 0.000], [-2.367, 0.754, -2.080], [-3.053, 3.015, -1.451], [-1.596, 4.809, -0.292], [0.861, 4.188, 0.407], [-0.081, -4.876, 3.012], [1.531, -5.623, 3.028], [-0.375, -4.137, 1.422], [-1.312, -6.117, 3.326], [-0.166, -3.624, 4.271]], "homo_energy_ev": -12.92, "homo_lumo_gap_ev": 6.51, "total_charge": 1}